(1)
{
  "formula": "C20H30N4O4S",
  "method": "ωB97M-V/def2-TZVPD",
  "gap_ev": 9.25,
  "e_homo_ev": -8.83,
  "smiles": "CC(=O)N1CCN(CC(=O)Nc2cccc(S(=O)(=O)N3CCCCCC3)c2)CC1",
  "charge": 0,
  "de_lowest_kj_mol": 0.00,
  "elements": ["C", "C", "O", "N", "C", "C", "N", "C", "C", "O", "N", "C", "C", "C", "C", "C", "S", "O", "O", "N", "C", "C", "C", "C", "C", "C", "C", "C", "C", "H", "H", "H", "H", "H", "H", "H", "H", "H", "H", "H", "H", "H", "H", "H", "H", "H", "H", "H", "H", "H", "H", "H", "H", "H", "H", "H", "H", "H", "H"],
  "coordinates": [[5.332, 3.122, -1.142], [5.470, 2.385, 0.173], [6.384, 2.609, 0.942], [4.504, 1.478, 0.469], [3.454, 1.004, -0.398], [3.701, -0.468, -0.742], [3.752, -1.250, 0.484], [3.806, -2.673, 0.211], [2.437, -3.214, -0.207], [2.306, -4.191, -0.907], [1.431, -2.474, 0.330], [0.054, -2.630, 0.206], [-0.532, -3.732, -0.413], [-1.911, -3.836, -0.488], [-2.724, -2.847, 0.043], [-2.134, -1.754, 0.648], [-3.170, -0.439, 1.291], [-2.301, 0.549, 1.869], [-4.199, -1.009, 2.109], [-3.864, 0.145, -0.086], [-5.248, -0.113, -0.380], [-6.067, 1.151, -0.668], [-5.647, 2.347, 0.189], [-4.513, 3.158, -0.443], [-3.141, 2.497, -0.330], [-3.097, 1.070, -0.881], [-0.766, -1.632, 0.736], [4.841, -0.779, 1.328], [4.607, 0.689, 1.679], [6.137, 3.849, -1.201], [4.379, 3.643, -1.196], [5.418, 2.436, -1.983], [3.401, 1.594, -1.310], [2.498, 1.092, 0.133], [2.889, -0.843, -1.369], [4.645, -0.555, -1.309], [4.086, -3.201, 1.128], [4.538, -2.943, -0.565], [1.752, -1.664, 0.853], [0.100, -4.501, -0.828], [-2.351, -4.699, -0.963], [-3.799, -2.913, 0.006], [-5.638, -0.617, 0.506], [-5.325, -0.801, -1.236], [-7.116, 0.913, -0.484], [-5.975, 1.419, -1.723], [-5.343, 1.999, 1.177], [-6.508, 3.007, 0.314], [-4.459, 4.132, 0.048], [-4.748, 3.335, -1.497], [-2.841, 2.450, 0.717], [-2.408, 3.102, -0.869], [-2.061, 0.716, -0.874], [-3.466, 1.035, -1.910], [-0.355, -0.763, 1.227], [4.857, -1.373, 2.244], [5.817, -0.881, 0.826], [5.439, 1.081, 2.265], [3.676, 0.788, 2.247]],
  "lowdin_charge": [0.002, -0.502, 0.050, -0.068, -0.130, -0.153, -0.201, -0.099, -0.454, 0.077, 0.134, -0.198, 0.004, -0.054, -0.063, -0.265, 0.674, -0.284, -0.276, -0.257, -0.203, -0.172, -0.192, -0.204, -0.182, -0.185, 0.001, -0.154, -0.118, 0.085, 0.084, 0.082, 0.112, 0.130, 0.128, 0.135, 0.136, 0.138, 0.135, 0.103, 0.110, 0.113, 0.108, 0.122, 0.111, 0.106, 0.118, 0.108, 0.108, 0.109, 0.096, 0.113, 0.117, 0.134, 0.115, 0.126, 0.136, 0.123, 0.131]
}

=====

(2)
{
  "formula": "C20H30N4O7P",
  "method": "ωB97M-V/def2-TZVPD",
  "gap_ev": 6.73,
  "e_homo_ev": -11.64,
  "charge": 1,
  "elements": ["C", "C", "C", "C", "C", "C", "C", "O", "N", "C", "C", "C", "C", "C", "N", "N", "P", "O", "O", "N", "H", "H", "H", "H", "H", "H", "H", "H", "H", "H", "H", "H", "H", "H", "H", "H", "H", "H", "O", "C", "O", "C", "C", "C", "H", "H", "H", "H", "H", "H", "O", "C", "O", "C", "C", "C", "H", "H", "H", "H", "H", "H"],
  "coordinates": [[-4.047, 2.450, 6.687], [-3.789, 1.495, 5.656], [-3.130, 0.587, 4.411], [-3.278, 1.222, 2.956], [-2.583, 0.353, 1.771], [-2.633, 0.840, 0.211], [-1.188, 1.241, -0.450], [-0.165, 1.842, 0.161], [-1.023, 0.937, -1.950], [-1.198, -0.538, -2.238], [0.275, 1.495, -2.490], [-1.904, -0.964, 2.410], [-1.099, -1.947, 1.352], [0.517, -1.545, 1.199], [0.726, -0.353, 2.114], [-1.975, -1.293, 3.820], [-1.200, -2.852, 4.356], [0.508, -2.852, 4.124], [-2.020, -4.236, 3.721], [-2.519, -0.656, 4.871], [-4.099, 3.029, 7.719], [-3.846, 2.233, 2.800], [-3.249, 0.039, -0.388], [-3.296, 1.833, 0.189], [-0.449, -1.243, -1.671], [-0.953, -0.680, -3.397], [-2.330, -0.898, -2.129], [1.243, 0.960, -2.096], [0.256, 1.293, -3.666], [0.328, 2.684, -2.397], [-1.277, -3.090, 1.507], [-1.545, -1.715, 0.267], [1.178, -2.471, 1.563], [0.805, -1.219, 0.112], [1.213, -0.605, 3.002], [1.376, 0.339, 1.636], [0.838, -3.793, 4.231], [-2.807, -4.010, 3.145], [0.522, -2.863, -2.285], [0.630, -3.027, -3.489], [0.931, -2.035, -4.378], [0.867, -2.559, -5.704], [1.045, -4.047, -5.553], [0.409, -4.321, -4.213], [-0.105, -2.298, -6.136], [1.658, -2.113, -6.314], [0.602, -4.619, -6.372], [2.114, -4.290, -5.509], [-0.665, -4.502, -4.302], [0.901, -5.150, -3.698], [2.634, 5.152, -2.056], [3.058, 4.853, -0.952], [4.370, 4.929, -0.585], [4.519, 4.402, 0.733], [3.152, 4.501, 1.358], [2.234, 4.311, 0.177], [4.867, 3.366, 0.657], [5.263, 4.987, 1.282], [2.991, 3.775, 2.159], [3.008, 5.505, 1.777], [2.025, 3.254, -0.009], [1.307, 4.875, 0.295]],
  "lowdin_charge": [0.102, -0.029, -0.137, 0.119, -0.004, -0.054, -0.247, -0.050, -0.175, -0.111, -0.101, -0.060, -0.106, -0.211, -0.040, -0.270, 1.003, -0.307, -0.305, 0.085, 0.083, 0.141, 0.127, 0.152, 0.060, 0.108, 0.107, 0.109, 0.112, 0.122, 0.106, 0.107, 0.126, 0.114, 0.069, 0.086, 0.091, 0.078, 0.055, -0.450, 0.012, -0.159, -0.160, -0.078, 0.133, 0.135, 0.127, 0.128, 0.140, 0.136, 0.098, -0.458, 0.033, -0.171, -0.169, -0.097, 0.128, 0.130, 0.118, 0.125, 0.111, 0.134]
}

=====

(3)
{
  "formula": "C20H30N5O4PtS2",
  "method": "ωB97M-V/def2-TZVPD",
  "gap_ev": [3.64, 3.67],
  "e_homo_ev": [1.15, 1.12],
  "charge": -2,
  "multiplicity": 2,
  "de_lowest_kj_mol": 315.75,
  "elements": ["Pt", "C", "C", "N", "C", "N", "C", "C", "C", "N", "C", "H", "H", "H", "H", "H", "H", "H", "H", "H", "H", "H", "H", "H", "O", "S", "C", "C", "C", "C", "H", "H", "H", "H", "H", "H", "H", "H", "O", "N", "C", "C", "C", "C", "C", "H", "H", "H", "H", "H", "O", "C", "C", "C", "C", "O", "N", "H", "H", "H", "H", "S"],
  "coordinates": [[-0.325, -0.911, -0.884], [1.225, 3.919, -3.884], [1.540, 2.436, -3.779], [0.836, 1.846, -2.679], [0.233, 2.524, -1.653], [-0.523, 1.870, -0.851], [-1.093, 2.596, 0.252], [-0.113, 3.634, 0.790], [0.261, 4.601, -0.324], [0.465, 3.906, -1.584], [1.370, 4.541, -2.507], [0.195, 4.057, -4.225], [1.896, 4.409, -4.596], [2.632, 2.315, -3.668], [1.254, 1.906, -4.693], [0.481, 0.874, -2.791], [-1.351, 1.874, 1.033], [-2.035, 3.087, -0.049], [0.770, 3.098, 1.134], [-0.532, 4.191, 1.636], [1.188, 5.137, -0.068], [-0.523, 5.363, -0.455], [2.419, 4.456, -2.167], [1.129, 5.611, -2.533], [-4.249, -0.836, -1.085], [-3.309, -1.481, -0.104], [-4.459, -2.210, 1.123], [-5.013, -3.464, 0.464], [-3.764, -4.177, -0.055], [-2.921, -3.130, -0.780], [-5.190, -1.426, 1.319], [-3.886, -2.442, 2.020], [-5.653, -3.169, -0.372], [-5.606, -4.084, 1.146], [-3.996, -5.022, -0.710], [-3.194, -4.555, 0.797], [-3.163, -2.997, -1.835], [-1.846, -3.277, -0.691], [1.461, -2.618, -0.729], [2.408, -2.254, 0.010], [3.228, -1.217, -0.372], [4.283, -0.841, 0.410], [4.564, -1.482, 1.626], [3.694, -2.507, 2.002], [2.637, -2.879, 1.213], [2.912, -0.727, -1.281], [4.876, 0.002, 0.077], [5.376, -1.162, 2.261], [3.823, -3.034, 2.942], [1.924, -3.656, 1.442], [-1.367, -2.667, 1.813], [-0.521, -1.820, 2.073], [0.148, -1.761, 3.451], [1.000, -0.517, 3.379], [0.851, -0.062, 1.924], [1.456, 0.898, 1.485], [-0.050, -0.845, 1.245], [0.726, -2.678, 3.579], [-0.627, -1.747, 4.221], [2.060, -0.666, 3.586], [0.636, 0.292, 4.019], [-0.649, -1.124, -3.067]],
  "lowdin_spin": [0.413, 0.000, 0.000, 0.001, -0.001, -0.004, 0.000, 0.000, 0.000, 0.000, 0.000, 0.000, 0.000, 0.000, 0.000, 0.002, 0.000, 0.000, 0.000, 0.000, 0.000, 0.000, 0.000, 0.000, 0.000, -0.006, -0.001, 0.000, 0.000, -0.002, 0.000, 0.000, 0.000, 0.000, 0.000, 0.000, 0.000, -0.001, -0.032, 0.026, 0.021, 0.005, 0.034, 0.006, 0.018, 0.002, 0.000, 0.003, 0.000, 0.002, 0.004, 0.005, 0.001, 0.001, 0.004, 0.004, 0.010, 0.000, 0.000, 0.000, 0.000, 0.490]
}

=====

(4)
{
  "formula": "C20H30N5OP2S",
  "method": "ωB97M-V/def2-TZVPD",
  "gap_ev": 5.31,
  "e_homo_ev": -10.07,
  "charge": 1,
  "elements": ["C", "C", "P", "C", "C", "P", "C", "C", "N", "C", "O", "N", "C", "S", "H", "H", "H", "H", "H", "H", "H", "H", "H", "H", "H", "H", "H", "H", "H", "N", "C", "C", "C", "C", "H", "H", "H", "H", "H", "N", "C", "C", "C", "C", "H", "H", "H", "H", "H", "N", "C", "C", "C", "C", "H", "H", "H", "H", "H"],
  "coordinates": [[2.876, -3.281, 1.294], [1.561, -2.654, 1.990], [1.500, -0.754, 2.010], [2.280, 0.020, 0.466], [3.807, 0.507, 0.656], [-0.670, -0.300, 1.985], [-1.594, -1.200, 0.599], [-3.071, -0.520, 0.333], [-1.338, -0.694, 3.602], [-1.442, -2.006, 3.741], [-1.226, -3.187, 4.123], [-0.769, 1.474, 1.863], [0.015, 1.954, 2.835], [1.058, 2.335, 4.090], [2.991, -2.858, 0.234], [3.791, -3.108, 1.973], [2.718, -4.436, 1.276], [1.537, -3.037, 3.083], [0.569, -3.013, 1.501], [1.659, 0.980, 0.228], [2.241, -0.693, -0.454], [4.192, 1.134, -0.249], [3.882, 1.230, 1.568], [4.570, -0.366, 0.751], [-1.714, -2.313, 0.902], [-0.941, -1.181, -0.347], [-3.188, -0.473, -0.816], [-3.020, 0.527, 0.810], [-3.838, -1.212, 0.842], [-6.598, -1.553, -2.466], [-6.653, -2.256, -1.292], [-7.271, -1.466, -0.352], [-7.606, -0.243, -0.984], [-7.181, -0.326, -2.289], [-6.192, -1.887, -3.326], [-6.248, -3.256, -1.226], [-7.461, -1.739, 0.676], [-8.103, 0.605, -0.535], [-7.242, 0.380, -3.103], [-2.739, 2.698, -1.342], [-2.600, 4.062, -1.353], [-3.316, 4.552, -2.419], [-3.914, 3.445, -3.071], [-3.543, 2.315, -2.383], [-2.316, 2.076, -0.672], [-2.004, 4.563, -0.605], [-3.401, 5.592, -2.697], [-4.546, 3.472, -3.946], [-3.780, 1.274, -2.546], [8.495, 1.001, -1.511], [7.696, 1.396, -0.472], [7.891, 0.520, 0.570], [8.847, -0.434, 0.145], [9.205, -0.111, -1.142], [8.553, 1.458, -2.408], [7.057, 2.263, -0.564], [7.399, 0.564, 1.532], [9.233, -1.265, 0.718], [9.900, -0.575, -1.825]],
  "lowdin_charge": [-0.148, -0.461, 0.833, -0.460, -0.177, 0.758, -0.323, -0.117, -0.009, -0.225, 0.132, -0.127, -0.708, 0.753, 0.071, 0.091, 0.098, 0.088, 0.065, 0.083, 0.088, 0.091, 0.083, 0.082, 0.100, 0.103, 0.086, 0.057, 0.091, -0.002, -0.157, -0.122, -0.111, -0.140, 0.145, 0.102, 0.090, 0.094, 0.109, -0.009, -0.141, -0.103, -0.104, -0.148, 0.098, 0.104, 0.097, 0.095, 0.092, 0.002, -0.154, -0.129, -0.114, -0.135, 0.148, 0.102, 0.086, 0.092, 0.109]
}

=====

Record order is preserved below.
DFT total energy: -1698.31034; -1866.45631; -2270.44633; -2209.60512 hartree